No. 1
The ion C5H11N2O2 with charge +1 at a distorted geometry, computed with ωB97M-V/def2-TZVPD.

## Properties
Calculated total energy in eV: -12428.5681
LUMO energy (alpha / beta) in eV: -3.8709 / -3.8704
Total charge: +1
E_HOMO (alpha / beta) in eV: -11.9 / -11.9
M in g mol⁻¹: 131.2

```
20
Properties=species:S:1:pos:R:3:nbo_charge:R:1
O 0.27892 1.81308 -0.46064 -0.510
O -1.13865 -1.38623 -0.66517 -0.658
N 0.28749 0.47841 -0.39414 0.006
N -3.27480 0.09489 0.16931 -0.782
C -1.01933 -0.11157 -0.37556 0.243
C 1.42245 -0.07634 -0.02197 0.393
C -2.13456 0.71541 -0.03641 0.007
C 2.61527 0.71122 0.13949 -0.704
C 1.42947 -1.47789 0.28835 -0.666
H -4.05739 0.54504 0.64392 0.423
H -0.25777 2.17709 -1.18092 0.507
H -3.51396 -0.78054 -0.28837 0.417
H 2.41823 1.69767 -0.38831 0.268
H -1.47824 -1.79975 0.13992 0.490
H 1.23122 -2.01956 -0.53381 0.267
H -1.85774 1.76031 0.11788 0.237
H 2.73695 0.94652 1.25243 0.283
H 3.59720 0.24813 -0.18227 0.277
H 0.43801 -1.59459 0.91130 0.231
H 2.27723 -1.94130 0.86498 0.270
```

=====

No. 2
A structure of composition C19H23F6N4NiSb at a distorted geometry, computed with ωB97M-V/def2-TZVPD.

## Properties
Calculated total energy in eV: -89918.3234
LUMO energy (alpha / beta) in eV: -2.8927 / -6.2958
Total charge: +1
Spin multiplicity: 4
E_HOMO (alpha / beta) in eV: -12.4 / -12.8
M in g mol⁻¹: 601.9

```
54
Properties=species:S:1:pos:R:3:lowdin_spin:R:1
Sb -2.76683 -2.75524 0.01971 0.002
Ni 0.40837 -0.28254 -0.34569 1.744
F -3.83143 -4.26194 -0.22629 0.000
F -1.48313 -1.13544 0.29841 0.026
F -3.90633 -1.57454 -0.91079 0.001
F -1.41363 -3.79684 0.93221 0.001
F -3.39993 -2.16164 1.71211 0.002
F -1.69533 -3.00934 -1.55389 0.000
N 1.07757 -0.44534 1.72541 0.049
N 0.91557 -2.40884 -0.24699 0.051
N 2.43987 -0.42424 -0.79579 0.055
N 1.23077 1.76836 0.29361 0.088
C 1.87457 -2.68174 -1.31379 0.002
C 3.26077 0.58986 -0.55629 0.004
C 0.67657 1.97716 1.63931 0.003
C 2.89287 -1.57724 -1.29449 0.003
C -3.97123 1.55416 -0.46439 0.087
C -2.89173 2.17006 -1.13469 0.071
C 5.07797 -0.65424 -1.48199 -0.003
C 2.69737 1.77676 0.19371 0.007
C 4.60587 0.50846 -0.89399 0.003
C -4.16773 4.21046 -1.27969 0.006
C -1.73113 1.42386 -1.35539 0.220
C -5.24003 3.57696 -0.65139 0.134
C 0.77267 -1.81224 2.14301 0.002
C 4.21887 -1.72574 -1.66799 0.002
C 0.26887 0.63166 2.28831 0.006
C -5.13143 2.25436 -0.23519 -0.002
C -0.69253 0.76476 -1.49549 0.336
C 1.36797 -2.77404 1.10371 0.005
C -3.00093 3.52276 -1.52219 0.075
H 3.13357 1.75286 1.20151 0.001
H 1.05567 -3.79214 1.35651 0.001
H 6.11277 -0.73034 -1.77139 0.000
H -6.15913 4.11596 -0.49219 0.007
H 4.56917 -2.65704 -2.08149 0.000
H 3.05587 2.69336 -0.28489 0.001
H 2.06827 -0.26894 1.89351 0.001
H -0.21063 2.60736 1.56141 0.000
H -4.26463 5.24326 -1.57799 -0.002
H 1.18027 -2.03674 3.13691 0.001
H 1.40297 2.50056 2.27171 0.001
H 0.36107 0.69366 3.37971 0.002
H 5.26707 1.33566 -0.69349 0.001
H 2.45967 -2.72174 1.12471 0.000
H -5.95863 1.77616 0.26241 -0.002
H 2.35427 -3.66194 -1.19699 0.001
H 1.34867 -2.67724 -2.27449 0.000
H 0.03317 -2.87404 -0.43989 0.000
H -0.31003 -1.94744 2.17861 0.000
H 0.85377 2.45876 -0.35079 0.001
H -0.77523 0.41476 2.04791 0.001
H -2.17193 3.99366 -2.02979 0.002
H -3.86943 0.53306 -0.14469 0.002
```

=====

No. 3
A cluster of 3 separate species, CH9N3O2 in total at a distorted geometry, computed with ωB97M-V/def2-TZVPD.

## Properties
Calculated total energy in eV: -9738.2718
LUMO energy (alpha / beta) in eV: -4.8889 / -8.8817
Total charge: +1
Spin multiplicity: 2
E_HOMO (alpha / beta) in eV: -14.4 / -14.4
M in g mol⁻¹: 95.1

```
15
Properties=species:S:1:pos:R:3:lowdin_spin:R:1
O 1.31544 -0.46815 2.32779 0.002
O 2.51906 0.03477 -0.62990 0.028
N -0.10430 -0.60656 -0.81695 0.636
N -0.84571 1.49141 -0.08336 0.239
N -2.44001 -0.42240 -0.40537 0.026
C -1.17804 0.12701 -0.59258 0.042
H 0.06828 1.74595 0.27362 0.004
H -2.86220 -0.99634 -1.18725 -0.002
H 1.64034 -1.38843 1.98790 0.000
H 1.72800 -0.08620 1.49461 0.000
H 1.57202 -0.26730 -0.71117 -0.001
H -1.60319 2.09658 0.14233 0.008
H -3.21224 0.26056 -0.32092 0.004
H 3.19021 -0.64292 -1.02703 0.000
H -0.39889 -1.25397 -1.53996 0.015
```

=====

No. 4
A cluster of 14 separate species, CH30NO13 in total at a distorted geometry, computed with ωB97M-V/def2-TZVPD.

## Properties
Calculated total energy in eV: -29626.9117
LUMO energy in eV: -3.1089
Total charge: +1
E_HOMO in eV: -13.7
M in g mol⁻¹: 264.2

```
45
Properties=species:S:1:pos:R:3:nbo_charge:R:1
O -2.35998 -1.15261 -2.68713 -0.973
O 3.28305 -2.78240 -0.24018 -1.010
O 0.73106 -2.54805 0.34118 -0.970
O -1.74535 2.20837 1.02355 -1.014
O 4.30391 -0.59815 1.23292 -0.998
O -3.83385 0.43145 0.00518 -0.977
O -1.96111 -2.10320 2.48997 -0.988
O 1.82324 3.87226 -0.68643 -0.982
O -1.84433 -1.99103 -0.23971 -0.944
O -1.54506 1.40809 -3.29862 -1.003
O 1.06573 -0.27373 -1.13488 -1.007
O -0.12777 2.08527 -1.10307 -1.036
O -0.89598 0.36730 2.79970 -1.003
N 2.78090 1.38797 0.65313 -0.599
C 1.80250 0.73584 1.11832 0.153
H 0.32401 0.36629 -1.21590 0.515
H 1.91121 4.18398 -1.59438 0.482
H -0.74601 2.09909 -0.33506 0.506
H -2.36748 -1.49615 -1.77926 0.476
H 3.24256 -3.74110 -0.29194 0.484
H -3.98694 0.83152 -0.85825 0.483
H 1.97816 -0.24023 1.53783 0.221
H -2.05961 -1.89138 -3.23134 0.487
H 0.46470 -1.79233 -0.23536 0.511
H -1.49874 1.47019 1.62578 0.521
H -0.69831 0.51729 3.73207 0.498
H -1.38696 1.29421 -4.24079 0.490
H -3.60451 1.16406 0.58757 0.495
H -1.92464 0.58481 -2.93408 0.511
H -1.95284 -2.11613 1.50713 0.489
H -1.85931 -3.02764 2.73015 0.492
H 1.37738 -0.49632 -2.02156 0.499
H 2.38236 -2.42511 -0.10487 0.497
H 4.39008 -0.93285 2.13245 0.491
H 0.82121 1.14649 0.99258 0.211
H 2.58219 2.16408 0.00282 0.463
H -0.66494 2.23943 -1.90552 0.528
H 4.51314 -1.33385 0.62766 0.533
H -2.74380 -1.63184 -0.27264 0.505
H -1.46857 -0.42800 2.75796 0.522
H -1.93959 -2.95357 -0.26017 0.500
H 0.61742 -2.20110 1.23671 0.473
H -1.84153 3.07701 1.42404 0.505
H 0.91530 3.48595 -0.70796 0.497
H 3.74711 1.03582 0.82041 0.466
```

=====

No. 5
A cluster of 2 separate species, CH5NO in total at a distorted geometry, computed with ωB97M-V/def2-TZVPD.

## Properties
Calculated total energy in eV: -4650.7422
LUMO energy (alpha / beta) in eV: 0.5342 / 0.6869
E_HOMO (alpha / beta) in eV: -8.3 / -8.9
M in g mol⁻¹: 47.1

```
8
Properties=species:S:1:pos:R:3:nbo_charge:R:1
O -0.99920 -0.84933 -0.13381 -0.349
N -1.49763 0.31088 0.04611 -0.351
C 1.55355 -0.23995 -0.01584 -0.501
H 1.40425 -1.30206 -0.07149 0.186
H 2.07476 0.33026 0.79872 0.163
H -2.07759 0.35815 0.84355 0.352
H -1.53114 0.93482 -0.75515 0.349
H 1.07300 0.45723 -0.71210 0.151
```

=====

No. 6
A cluster of 6 separate species, C23H40O14S2 in total at a distorted geometry, computed with ωB97M-V/def2-TZVPD.

## Properties
Calculated total energy in eV: -74830.2694
LUMO energy in eV: 0.1433
E_HOMO in eV: -9.5
M in g mol⁻¹: 604.7

```
79
Properties=species:S:1:pos:R:3:mulliken_charge:R:1
S 5.50233 -15.39509 -17.34092 1.047
S 16.12385 -3.54880 -18.23335 1.015
O 6.40729 -16.23037 -16.55464 -0.619
O 11.88932 -8.98696 -11.34734 -0.559
O 17.39286 -3.28722 -17.48627 -0.616
O 14.80061 -11.78891 -20.11044 -0.332
O 5.97277 -14.15805 -17.95821 -0.633
O 23.66881 -12.56644 -6.55343 -0.535
O 15.46840 -10.77440 -3.34661 -0.351
O 15.74580 -9.83478 -5.33158 -0.312
O 14.17723 -11.46692 -5.14969 -0.558
O 16.67678 -12.99044 -19.51454 -0.600
O 21.89053 -12.64376 -8.05517 -0.367
O 23.46353 -14.11886 -8.17983 -0.345
O 15.95695 -3.39987 -19.70837 -0.643
O 14.56614 -13.52436 -18.80951 -0.285
C 13.49259 -12.09009 -20.19830 0.569
C 15.02367 -10.73308 -4.63869 0.645
C 12.89354 -12.55733 -21.45384 -1.540
C 16.67573 -9.13871 -4.52596 -0.298
C 23.07270 -13.06914 -7.47819 0.653
C 14.71849 -2.66828 -17.36148 -0.706
C 14.67483 -4.96254 -16.57800 -0.712
C 2.75562 -15.53793 -16.98224 -0.609
C 17.64844 -10.38793 -2.41121 -1.334
C 11.51907 -9.88641 -12.10753 0.691
C 13.31455 -13.01317 -19.06747 -0.399
C 12.37379 -11.09417 -12.23350 -0.946
C 3.97709 -15.09217 -16.25534 -0.595
C 22.63306 -14.35395 -9.31670 -0.567
C 21.25652 -12.63456 -10.32994 -1.234
C 4.51546 -16.43637 -18.52695 -0.739
C 15.42307 -12.77004 -19.49006 0.644
C 3.20604 -16.79895 -17.75885 -0.675
C 21.36521 -13.47977 -9.10445 0.433
C 10.09720 -9.84298 -12.59870 -0.855
C 15.58205 -5.18405 -17.76390 -0.465
C 14.53488 -3.52617 -16.14647 -0.596
C 16.47564 -9.80182 -3.17742 0.442
H 1.89627 -15.91377 -16.42692 0.313
H 18.47246 -9.67466 -2.42965 0.347
H 20.88209 -13.39610 -11.01401 0.385
H 11.80624 -12.63127 -21.43398 0.397
H 13.83077 -2.69226 -17.99352 0.312
H 3.69631 -14.06368 -16.02846 0.346
H 22.24197 -12.47813 -10.76872 0.333
H 12.07025 -11.62160 -13.13781 0.318
H 4.36497 -15.74173 -19.35334 0.355
H 22.32473 -15.38759 -9.47353 0.335
H 15.31945 -3.33685 -15.41386 0.282
H 13.42351 -10.80275 -12.19808 0.310
H 13.66659 -5.17961 -16.93074 0.265
H 17.42823 -10.80703 -1.42940 0.342
H 12.89396 -11.21719 -19.93795 0.242
H 12.65779 -13.80744 -19.42228 0.295
H 15.02314 -5.75689 -18.50389 0.303
H 9.29301 -9.92560 -11.86759 0.271
H 17.91038 -11.29208 -2.96076 0.343
H 12.33581 -11.72732 -11.34706 0.260
H 5.12316 -17.17748 -19.04610 0.434
H 14.79193 -5.79063 -15.87896 0.369
H 13.23261 -13.49767 -21.88846 0.345
H 16.47169 -8.06857 -4.49046 0.250
H 9.85115 -8.86196 -13.00512 0.271
H 2.42683 -17.10375 -18.45744 0.352
H 4.20779 -15.63198 -15.33694 0.383
H 16.46954 -5.80701 -17.65267 0.389
H 12.71561 -12.49948 -18.31547 0.292
H 17.70566 -9.18832 -4.87932 0.265
H 10.22408 -10.62845 -13.34371 0.243
H 2.26248 -14.81512 -17.63222 0.331
H 20.54548 -14.17504 -8.92351 0.335
H 16.01262 -9.05528 -2.53215 0.218
H 13.56586 -3.35490 -15.67769 0.390
H 15.17448 -1.68213 -17.27371 0.415
H 23.23777 -14.15352 -10.20115 0.260
H 3.54414 -17.56340 -17.05928 0.311
H 13.12940 -11.77545 -22.17574 0.373
H 20.63662 -11.73801 -10.33544 0.312
```